{"formula": "C3H3OS", "method": "ωB97M-V with the def2-TZVPD basis set", "charge": 1, "s_squared": 2.026, "homo_ev": [-14.668, -16.223], "multiplicity": 3, "symbols": ["S", "O", "C", "C", "C", "H", "H", "H"], "coordinates": [[-1.07527, -1.59108, 1.09581], [-0.65172, -0.72694, 2.14221], [0.28917, 0.08120, -0.48071], [0.60806, 1.33191, -0.35185], [-0.31241, -1.09845, -0.39572], [-0.31485, -1.71654, -1.21671], [-0.21254, 1.99931, -0.76533], [1.66955, 1.72059, -0.02769]], "atomic_forces_ev_per_a": [[-1.21, -2.29, -1.61], [0.73, 1.81, 2.67], [-1.37, -2.06, 1.02], [1.31, 1.95, -0.48], [2.25, 3.67, -0.17], [-0.65, -2.07, -1.46], [1.32, -0.29, 0.63], [-2.38, -0.71, -0.59]], "mulliken_charge": [0.582, -0.188, 0.169, -0.305, -0.277, 0.444, 0.283, 0.292]}

***

{"formula": "C32H41N6O6ReS2Se", "method": "ωB97M-V with the def2-TZVPD basis set", "charge": 1, "s_squared": 0.758, "homo_ev": [-10.476, -10.297], "multiplicity": 2, "symbols": ["Re", "Se", "S", "S", "O", "O", "O", "O", "O", "O", "N", "N", "N", "N", "N", "N", "C", "C", "C", "C", "C", "C", "C", "C", "C", "C", "C", "C", "C", "C", "C", "C", "C", "C", "C", "C", "C", "C", "C", "C", "C", "C", "C", "C", "C", "C", "C", "C", "H", "H", "H", "H", "H", "H", "H", "H", "H", "H", "H", "H", "H", "H", "H", "H", "H", "H", "H", "H", "H", "H", "H", "H", "H", "H", "H", "H", "H", "H", "H", "H", "H", "H", "H", "H", "H", "H", "H", "H", "H"], "coordinates": [[0.76459, -0.38768, 0.49699], [1.68959, -2.60668, -0.27261], [-2.84331, 3.34342, -0.58971], [-0.32281, -1.21998, 2.45689], [-4.22031, 2.88852, -0.66001], [0.96459, -0.64208, 2.96769], [2.28839, -0.60198, 1.60599], [-0.17961, 0.84402, -0.65401], [-2.52331, 4.68342, -0.13141], [0.63119, 1.25392, 1.54229], [1.69139, 1.30622, 2.45579], [0.15409, -2.57818, -2.52941], [2.55669, 0.26902, 2.44099], [-0.90251, -3.44538, -0.73661], [-1.88191, 2.22632, 0.11689], [2.15549, 0.23082, -0.76901], [2.10139, 4.61592, 5.12469], [-1.08911, -2.94578, -2.88191], [0.91019, 3.48992, 3.34719], [4.82839, -0.12948, -2.91531], [2.88279, 2.49052, 4.27449], [-1.70131, -2.84238, -4.12861], [3.02239, 3.57302, 5.15199], [-2.17531, 3.18232, -2.18721], [-0.68941, -4.42798, 3.32239], [-1.16261, -1.99308, 3.87989], [-0.47181, -3.28488, 4.30499], [1.04379, 4.57502, 4.22149], [0.24629, -2.89248, -1.21461], [-1.06221, 1.70702, -0.75121], [-0.82511, 2.58432, -4.49121], [-2.53981, 3.86492, -3.33461], [2.96909, 0.59142, -1.50931], [-1.49251, 0.16032, 2.23949], [4.90139, 2.07192, -1.75241], [-3.69591, -3.84888, -3.12261], [3.99709, 1.05822, -2.44701], [3.32979, 1.71722, -3.65171], [-1.20281, -3.91538, 0.61589], [-3.04691, -3.93858, -1.87621], [-1.73351, -3.47248, -1.79691], [1.82349, 2.41872, 3.34819], [-1.17721, 2.22562, -2.14291], [-0.48561, 1.91472, -3.30741], [-1.84581, 3.55332, -4.50441], [-2.42491, -0.05818, 1.05179], [-3.02661, -3.30358, -4.24311], [-3.47761, -1.13268, 1.27849], [0.31629, 5.37972, 4.18649], [-0.29011, 2.34832, -5.40741], [-3.55261, -4.35458, -1.01471], [3.61499, 1.68912, 4.31579], [-2.06651, -3.34918, 1.02329], [-4.17841, -1.15368, 0.43759], [-2.09331, 4.06072, -5.43301], [2.67239, 0.98582, -4.16711], [-2.04561, 0.34512, 3.16519], [-0.61941, -1.21158, -0.11961], [-1.75721, -4.61848, 3.17319], [-0.87671, -3.59018, 5.27719], [0.60349, -3.12368, 4.44499], [4.30359, 2.94412, -1.41391], [5.68319, 2.42272, -2.46181], [-2.94391, 0.88612, 0.84709], [-1.17851, -2.42318, -4.97841], [-4.05061, -0.93698, 2.19029], [2.72469, 2.58832, -3.32241], [5.39379, 1.59862, -0.87831], [0.07769, 3.47362, 2.64739], [-3.32981, 4.60642, -3.31631], [3.85199, 3.59222, 5.85139], [5.60939, 0.21492, -3.62631], [-0.23861, -4.21508, 2.34859], [-4.71461, -4.19978, -3.22371], [-0.33811, -3.77478, 1.29539], [0.88609, -2.14568, -3.13631], [-1.13661, -1.27398, 4.70539], [-0.88161, 1.04812, 2.04169], [-3.02731, -2.12658, 1.35519], [-3.53661, -3.24018, -5.19541], [-1.84831, -0.30188, 0.15149], [-0.23351, -5.34578, 3.70739], [-1.45571, -4.99598, 0.58669], [4.10739, 2.06782, -4.36641], [-2.20761, -2.18398, 3.62209], [4.17719, -0.86918, -3.42611], [0.30029, 1.16592, -3.28781], [2.20659, 5.45622, 5.80319], [5.31989, -0.61158, -2.04531]], "atomic_forces_ev_per_a": [[0.18, -2.55, -4.32], [3.11, -0.25, 1.78], [-0.73, 1.37, -0.52], [-1.73, 1.44, 2.83], [1.02, 0.27, 0.73], [-7.30, -4.08, 6.32], [5.79, -0.41, -2.41], [0.05, -0.60, -0.93], [-0.51, -1.24, 0.20], [4.05, 2.54, 2.04], [1.97, -1.01, -2.16], [1.13, -0.08, 1.13], [0.77, 5.42, 0.77], [1.81, 0.20, -0.42], [1.10, 0.82, 0.02], [1.84, 1.62, -1.95], [-0.08, -0.03, -0.09], [-1.84, 0.22, -3.07], [-0.28, -0.48, -0.52], [0.28, -0.84, -0.01], [0.18, -0.37, -0.07], [-1.22, -0.45, 0.03], [-0.40, -0.34, -0.59], [0.29, -0.06, -0.83], [0.40, -0.32, 0.66], [-0.14, -1.25, 0.18], [0.03, -0.26, -0.02], [0.30, -0.59, -0.16], [-1.06, -0.71, -0.53], [-1.59, 2.12, -1.45], [-0.21, 0.08, 0.41], [0.25, -0.22, -0.12], [-1.04, -0.35, 0.99], [-1.55, 0.14, 0.32], [0.24, 0.49, 0.68], [0.93, 0.23, 0.44], [0.52, 0.19, -0.55], [-0.65, 0.33, -0.41], [0.01, 0.05, -0.82], [-0.44, 0.14, -1.07], [-2.84, -0.81, -0.42], [0.21, 1.14, 1.03], [-0.77, 0.93, -0.74], [-0.09, 0.07, -0.08], [0.28, -0.30, 0.14], [-1.49, -0.73, 0.57], [0.75, 0.10, 0.68], [-0.07, -0.14, -0.07], [0.09, -0.16, -0.04], [-0.11, 0.07, 0.12], [0.02, 0.02, -0.01], [-0.14, 0.09, -0.03], [0.74, -0.54, -0.39], [0.06, -0.05, 0.13], [0.05, -0.09, 0.15], [0.33, 0.52, 0.16], [-0.10, -0.24, 0.03], [1.28, 0.30, 0.49], [0.07, 0.00, -0.06], [0.07, 0.24, -0.06], [-0.16, 0.13, 0.05], [0.48, -0.44, -0.13], [-0.56, -0.27, 0.45], [0.12, -0.82, 0.47], [-0.02, -0.01, 0.01], [0.03, -0.09, -0.07], [0.29, -0.49, -0.35], [-0.19, 0.42, -0.44], [0.11, 0.01, 0.07], [0.06, -0.05, -0.03], [-0.10, -0.07, -0.13], [-0.52, -0.19, 0.46], [0.21, -0.82, 2.45], [0.06, 0.02, 0.02], [-0.81, 0.58, -2.68], [-0.95, -0.70, 1.22], [0.20, 0.38, -0.52], [-0.91, -0.60, 0.57], [-0.37, 0.19, 0.17], [0.03, 0.00, 0.05], [-0.72, 0.23, 0.47], [-0.10, 0.11, -0.06], [0.19, 0.61, -0.03], [-0.50, -0.28, 0.53], [0.06, 0.11, -0.16], [0.50, 0.30, 0.26], [-0.05, 0.06, -0.05], [-0.01, -0.10, -0.08], [-0.21, 0.14, -0.60]], "mulliken_charge": [0.925, -0.193, 1.263, 1.280, -0.713, -0.539, -0.285, -0.137, -0.722, -0.585, 1.162, 0.368, -0.747, 0.691, -0.470, -0.191, -0.374, 0.439, -0.156, -1.504, -0.351, -0.959, -0.701, 0.101, -0.952, -0.708, -0.479, -0.921, -0.948, 0.563, -0.891, -0.753, 0.156, -0.643, -1.609, -0.836, 1.722, -1.497, -1.025, -0.868, 1.085, 0.154, -0.098, -0.266, -0.605, 0.790, -0.573, -1.844, 0.422, 0.414, 0.443, 0.431, 0.337, 0.462, 0.419, 0.300, 0.955, -0.099, 0.269, 0.448, 0.292, 0.377, 0.389, 0.280, 0.439, 0.326, 0.356, 0.399, 0.539, 0.475, 0.390, 0.405, 0.557, 0.420, -0.540, 0.309, 0.462, -0.217, 0.284, 0.424, -0.300, 0.453, 0.605, 0.454, 0.450, 0.314, 0.527, 0.393, 0.381]}